Formula: C18H42F2Hg3N3O18S2
Source: the Open Molecules 2025 dataset
Level of theory: ωB97M-V/def2-TZVPD

```
88
Properties=species:S:1:pos:R:3
Hg 1.228 2.096 1.344
Hg -0.280 1.966 -2.206
Hg 1.685 -2.118 2.317
S -0.308 -4.265 4.277
S -0.855 -4.422 1.927
F 0.823 -3.678 5.261
F -0.435 -3.480 0.658
O 1.410 3.201 3.379
O 2.522 -3.824 -0.970
O -3.506 -1.602 -1.812
O -0.015 -5.651 4.363
O -3.339 -0.090 0.663
O 3.880 2.102 -0.382
O 0.361 0.467 -0.485
O -1.023 2.863 1.362
O 0.457 -0.091 1.732
O 0.124 3.436 -0.386
O -1.975 2.717 -0.660
O -2.089 0.690 2.908
O 3.055 -6.575 -1.733
O -1.929 2.759 -3.791
O 1.457 -1.447 0.222
O -1.460 -3.670 4.848
O -2.251 -4.179 1.983
O -0.418 -5.664 1.400
N 0.187 -3.517 2.942
N 3.171 4.205 1.485
N -1.762 0.179 -2.846
C 0.319 3.171 4.288
C -2.789 -0.540 2.904
C -2.965 -1.176 1.500
C 0.541 -0.475 0.378
C 1.738 -6.103 -1.487
C -2.275 0.425 -4.232
C 2.494 3.945 3.916
C -4.789 -2.238 -1.964
C 4.761 1.186 -1.048
C -2.795 1.849 -4.436
C 3.649 4.103 2.883
C -1.291 -1.239 -2.701
C -2.576 4.009 -3.553
C -2.458 -2.232 -2.479
C -1.082 3.198 0.110
C 4.265 3.436 -0.633
C 4.455 4.238 0.645
C 1.719 -4.634 -1.860
H -1.215 0.341 2.662
H 1.495 -6.170 -0.422
H 4.928 1.454 -2.093
H -3.856 -0.363 3.112
H -3.540 3.977 -3.038
H -5.553 -1.744 -1.372
H -0.502 2.485 4.074
H 5.730 1.303 -0.548
H -4.777 -3.318 -1.820
H -2.852 2.046 -5.509
H -3.599 -0.434 -0.210
H 5.368 3.905 1.138
H 4.085 5.087 3.082
H -2.600 -2.747 -3.435
H -3.813 1.891 -4.037
H -1.951 -1.531 1.245
H -3.727 -1.948 1.418
H 2.890 5.151 1.249
H 4.356 3.307 3.098
H 0.640 2.875 5.292
H 2.157 -4.513 -2.857
H 3.444 3.923 -1.167
H -2.666 0.158 -2.358
H 0.710 -4.203 -1.844
H -0.644 -1.537 -3.524
H -5.039 -2.018 -3.013
H 4.646 5.266 0.326
H 1.004 -6.647 -2.074
H 3.628 -6.251 -1.033
H 4.461 0.152 -0.957
H 5.162 3.520 -1.247
H -1.957 4.660 -2.941
H -2.775 4.454 -4.535
H 2.055 4.897 4.232
H -1.994 -2.971 -1.817
H -1.682 0.145 -5.106
H 2.889 3.486 4.827
H 2.009 -3.010 -0.876
H -0.133 4.164 4.337
H -3.117 -0.278 -4.291
H -2.586 -1.160 3.782
H -0.717 -1.138 -1.778
```

* energy above the lowest of the compared OMol25 structures with the same formula, charge and spin: 0.0 kJ/mol
* HOMO: -10.95 eV
* orbital gap: 4.979 eV
* total charge: +1
* maximum force: 0.1285 Eh/bohr

Formula: C18H42N6O26S4
Source: the Open Molecules 2025 dataset
Level of theory: ωB97M-V/def2-TZVPD

```
96
Properties=species:S:1:pos:R:3
S -26.181 -0.672 18.450
S -28.852 -2.935 2.794
S -20.170 -5.634 15.040
S -20.102 7.490 1.244
O -26.110 -1.374 19.980
O -34.742 5.340 9.036
O -33.977 7.318 8.724
O -30.495 -3.287 3.091
O -27.956 8.738 5.786
O -19.859 -4.980 16.330
O -28.780 7.267 16.079
O -18.694 7.463 2.113
O -31.588 -3.672 12.153
O -28.030 -4.137 2.861
O -24.400 -0.343 9.537
O -26.789 0.668 18.506
O -28.747 -2.036 4.197
O -26.697 -1.633 17.487
O -20.856 8.759 1.424
O -23.867 1.745 9.656
O -26.911 6.664 15.323
O -30.788 -5.637 11.759
O -20.716 6.215 2.190
O -28.624 -2.008 1.673
O -21.566 -5.023 14.361
O -19.170 -5.771 13.974
O -19.808 7.005 -0.099
O -24.560 -0.564 18.534
O -20.893 -7.113 15.264
O -16.595 5.367 14.177
N -31.500 -4.865 12.381
N -18.888 5.045 14.254
N -27.596 7.060 16.233
N -33.867 6.194 9.129
N -25.858 9.507 6.495
N -24.557 0.806 9.924
C -22.444 -6.019 13.813
C -20.278 5.513 14.025
C -21.958 -7.438 14.356
C -18.372 6.146 2.420
C -24.979 10.714 6.558
C -27.053 7.123 17.642
C -18.942 3.716 14.841
C -24.872 -1.118 20.670
C -19.671 5.543 2.882
C -32.318 -5.279 13.473
C -24.074 -0.164 19.782
C -32.598 5.809 9.890
C -29.761 -2.293 5.109
C -25.286 8.303 7.155
C -31.000 -2.669 4.228
C -25.762 1.083 10.755
C -27.048 9.616 5.897
C -17.773 5.732 13.853
H -17.968 6.688 13.343
H -25.975 7.464 7.067
H -24.633 10.796 7.589
H -27.330 8.096 18.049
H -20.816 5.575 14.971
H -25.206 -0.629 21.585
H -19.847 5.752 3.937
H -22.401 -5.897 12.731
H -32.211 4.816 9.663
H -25.036 8.528 8.192
H -17.583 6.273 3.161
H -32.513 -6.330 13.260
H -27.149 10.571 5.359
H -31.790 -5.061 14.401
H -22.999 -0.268 19.634
H -19.661 3.007 14.430
H -31.618 -1.787 4.057
H -33.220 -4.672 13.391
H -21.538 -7.984 13.511
H -24.395 8.041 6.585
H -17.983 3.199 14.863
H -23.481 -5.882 14.123
H -19.241 3.905 15.872
H -24.549 -2.153 20.774
H -25.400 1.234 11.773
H -17.900 5.734 1.528
H -32.818 5.976 10.944
H -26.356 0.179 10.621
H -26.234 2.025 10.476
H -19.602 4.456 2.838
H -27.540 6.400 18.296
H -29.399 -3.229 5.535
H -20.277 6.539 13.655
H -25.430 11.686 6.355
H -22.772 -7.933 14.886
H -20.818 4.809 13.392
H -24.318 0.886 19.944
H -31.901 6.594 9.594
H -29.929 -1.491 5.828
H -25.985 6.911 17.684
H -24.097 10.677 5.918
H -31.598 -3.521 4.550
```

* SMILES: C[N+](=O)[O-].C[N+](=O)[O-].C[N+](=O)[O-].C[N+](=O)[O-].O=S1(=O)OCCO1.O=S1(=O)OCCO1.O=S1(=O)OCCO1.O=S1(=O)OCCO1.CN(C)C=O.CN(C)C=O
* HOMO: -9.42 eV
* orbital gap: 9.268 eV
* maximum force: 0.0873 Eh/bohr

Formula: C18H42N6O6
Source: the Open Molecules 2025 dataset
Level of theory: ωB97M-V/def2-TZVPD

```
72
Properties=species:S:1:pos:R:3
O 4.328 -5.459 7.576
O -6.610 -4.304 -0.148
O 0.419 5.921 -0.516
O -0.567 -0.681 -0.894
O -5.496 -0.178 -8.901
O 7.999 2.935 3.185
N 1.403 -1.453 0.014
N 6.141 -5.275 6.136
N -5.969 -1.738 -7.297
N -1.420 6.293 -1.793
N 8.016 4.711 1.770
N -7.840 -2.960 1.155
C 0.657 -0.790 -0.934
C -2.827 5.916 -2.025
C -7.836 -1.804 2.067
C 2.729 -0.977 0.405
C 0.760 -2.307 1.073
C -6.644 -3.428 0.703
C -9.078 -3.224 0.364
C 8.555 3.843 2.611
C -7.249 -2.074 -7.896
C 6.726 4.518 1.163
C 7.449 -4.721 5.892
C -5.729 -2.422 -6.085
C 5.433 -4.921 7.252
C -0.643 5.545 -0.967
C 5.718 -6.364 5.289
C -5.177 -0.886 -7.965
C -0.843 7.593 -2.224
C 8.527 6.045 1.410
H -3.324 5.133 -1.452
H -7.417 -1.909 3.067
H -1.151 4.658 -0.558
H 6.179 5.450 1.306
H 3.439 -1.766 0.653
H 7.802 6.778 1.763
H -1.604 8.343 -2.441
H -5.492 -3.474 -6.244
H -8.920 -3.583 -0.653
H 7.740 -3.757 6.310
H 6.352 3.549 1.491
H -7.651 -1.359 -8.614
H -3.513 6.755 -2.139
H -0.342 8.092 -1.396
H 6.875 4.354 0.095
H 4.918 -6.889 5.811
H 1.344 -0.403 -1.703
H 6.509 -7.112 5.231
H -7.412 -0.900 1.630
H 8.207 -5.467 6.131
H 8.644 6.297 0.356
H -4.910 -1.943 -5.550
H 5.466 -5.914 4.330
H -6.589 -2.314 -5.423
H 9.464 6.374 1.858
H 0.346 -1.623 1.813
H -9.778 -3.872 0.890
H 3.251 -0.381 -0.344
H -0.120 -2.862 0.745
H -4.140 -0.911 -7.596
H 1.489 -3.042 1.415
H -5.849 -2.879 1.232
H -0.140 7.608 -3.057
H -7.192 -2.981 -8.498
H 9.580 4.206 2.786
H 7.736 -4.607 4.846
H -9.491 -2.242 0.135
H 5.957 -4.388 8.061
H -2.807 5.537 -3.047
H -8.093 -2.082 -7.206
H 2.560 -0.363 1.289
H -8.856 -1.468 2.255
```

* SMILES: CN(C)C=O.CN(C)C=O.CN(C)C=O.CN(C)C=O.CN(C)C=O.CN(C)C=O
* energy above the lowest of the compared OMol25 structures with the same formula, charge and spin: 595.6 kJ/mol
* HOMO: -9.28 eV
* orbital gap: 9.780 eV
* maximum force: 0.0834 Eh/bohr

Formula: C18H42N6O6
Source: the Open Molecules 2025 dataset
Level of theory: ωB97M-V/def2-TZVPD

```
72
Properties=species:S:1:pos:R:3
O 16.101 25.286 -20.857
O 16.523 18.037 -24.411
O 20.552 16.715 -21.702
O 19.686 15.144 -17.472
O 24.198 19.665 -27.297
O 14.538 13.598 -22.523
N 18.539 17.182 -23.765
N 22.697 16.067 -22.384
N 22.236 19.048 -28.302
N 18.003 14.343 -18.783
N 17.204 23.419 -20.421
N 15.152 14.617 -24.398
C 17.386 17.807 -23.521
C 18.295 12.961 -18.630
C 16.846 13.743 -22.885
C 16.779 22.671 -21.590
C 13.806 14.921 -24.794
C 15.421 13.983 -23.247
C 21.569 18.359 -27.211
C 18.790 16.596 -25.103
C 16.913 24.696 -20.182
C 18.755 15.300 -18.229
C 22.677 16.747 -23.651
C 21.546 15.984 -21.582
C 17.500 25.372 -18.878
C 21.715 15.046 -20.423
C 23.455 19.586 -28.284
C 23.879 20.182 -29.638
C 18.448 16.743 -18.513
C 17.092 18.181 -22.103
H 18.312 26.075 -19.066
H 21.284 15.498 -19.530
H 13.720 15.988 -24.590
H 16.913 21.595 -21.481
H 21.720 17.225 -23.861
H 23.448 15.395 -22.330
H 24.934 20.451 -29.690
H 17.792 22.923 -19.767
H 17.380 19.223 -22.241
H 17.702 12.479 -17.853
H 15.865 14.788 -25.092
H 21.635 19.099 -29.112
H 17.443 14.111 -23.719
H 22.354 17.735 -26.785
H 22.734 14.931 -20.053
H 17.305 22.959 -22.500
H 19.334 17.274 -18.862
H 23.559 17.387 -23.653
H 13.003 14.432 -24.243
H 19.328 12.642 -18.493
H 13.676 14.701 -25.853
H 16.977 14.319 -21.968
H 16.692 25.755 -18.255
H 16.949 12.706 -22.566
H 17.767 16.851 -19.357
H 20.725 17.764 -27.559
H 18.775 15.521 -24.924
H 15.710 22.779 -21.775
H 19.695 16.899 -25.630
H 18.012 17.071 -17.569
H 17.990 24.630 -18.248
H 23.301 21.098 -29.763
H 17.667 17.658 -21.339
H 17.918 16.720 -25.745
H 23.753 19.506 -30.484
H 21.313 14.068 -20.688
H 22.813 15.978 -24.413
H 19.360 17.010 -23.203
H 18.030 12.518 -19.590
H 21.116 19.096 -26.548
H 16.014 18.113 -21.961
H 17.066 14.590 -19.068
```

* SMILES: CNC(C)=O.CNC(C)=O.CNC(C)=O.CNC(C)=O.CNC(C)=O.CNC(C)=O
* energy above the lowest of the compared OMol25 structures with the same formula, charge and spin: 193.6 kJ/mol
* HOMO: -9.48 eV
* orbital gap: 9.777 eV
* maximum force: 0.0600 Eh/bohr

Formula: C18H42NO13P
Source: the Open Molecules 2025 dataset
Level of theory: ωB97M-V/def2-TZVPD

```
75
Properties=species:S:1:pos:R:3
P -0.109 1.074 -1.432
O -8.158 -3.734 1.195
O -2.936 -0.959 1.098
O 2.009 -3.242 0.543
O -2.983 -1.189 3.241
O -7.094 -5.464 2.182
O -2.107 -2.859 2.001
O -6.000 -3.770 1.164
O 4.597 5.253 0.650
O 4.849 6.818 -0.815
O 2.614 -2.226 2.468
O -0.053 -0.417 -2.313
O 3.446 -4.223 1.820
O 5.588 7.179 1.289
N 2.267 2.547 -0.547
C -4.759 -4.403 1.500
C -9.401 -4.329 1.574
C 4.228 -4.243 3.015
C 1.110 3.267 0.032
C -7.083 -4.427 1.574
C 1.709 1.502 -5.192
C -0.243 2.616 -0.346
C -0.318 -0.337 -3.704
C 0.892 -0.828 -4.490
C -2.627 -1.775 2.101
C 2.060 0.164 -4.545
C 4.763 4.766 1.984
C 5.305 8.128 -1.165
C -2.698 -1.958 4.413
C 2.680 -3.138 1.685
C 1.140 -2.137 0.270
C -2.593 -1.447 -0.204
C 5.065 6.487 0.458
H -4.694 -5.387 1.038
H 2.834 -0.293 -5.167
H 3.587 -4.229 3.894
H 0.764 1.680 -2.342
H 1.204 3.304 1.117
H 0.989 2.080 -4.613
H 4.913 -3.398 3.041
H -3.136 -2.361 -0.436
H -9.511 -5.312 1.120
H 0.386 -2.051 1.053
H 4.226 5.394 2.692
H 6.380 8.212 -1.019
H 1.096 4.307 -0.306
H -1.177 -0.976 -3.932
H -1.523 -1.612 -0.279
H 0.655 -2.342 -0.679
H -3.237 -2.903 4.393
H -10.178 -3.667 1.206
H -3.972 -3.777 1.117
H 2.592 2.128 -5.325
H 1.715 -1.217 0.190
H -1.486 1.206 -1.729
H 2.500 0.300 -3.554
H 1.248 -1.728 -3.985
H 1.273 1.323 -6.178
H 0.293 0.326 -0.319
H 5.816 4.718 2.252
H -1.629 -2.141 4.501
H -2.885 -0.677 -0.911
H -9.473 -4.412 2.657
H 0.588 -1.077 -5.511
H 4.789 8.883 -0.575
H 3.050 2.613 0.092
H -0.744 2.304 0.575
H -4.652 -4.491 2.580
H 4.793 -5.170 2.990
H -0.907 3.339 -0.826
H -0.592 0.684 -4.001
H 4.341 3.765 2.002
H 2.577 3.064 -1.363
H -3.038 -1.361 5.255
H 5.067 8.259 -2.217
```

* SMILES: CCCCO[PH3]CCN.COC(=O)OC.COC(=O)OC.COC(=O)OC.COC(=O)OC
* energy above the lowest of the compared OMol25 structures with the same formula, charge and spin: 0.0 kJ/mol
* HOMO: -9.06 eV
* orbital gap: 9.578 eV
* maximum force: 0.0125 Eh/bohr

Formula: C18H43B3N2O9
Source: the Open Molecules 2025 dataset
Level of theory: ωB97M-V/def2-TZVPD

```
75
Properties=species:S:1:pos:R:3
O -3.748 0.447 -0.475
O -1.204 -8.053 -0.325
O 1.992 3.793 0.685
O -1.986 5.580 1.240
O -3.571 4.921 -0.506
O 6.257 4.147 -0.815
O -3.068 -3.931 -0.716
O -1.114 5.322 -1.077
O -2.444 -0.812 0.896
N 4.785 2.473 1.161
N -0.306 -5.228 -0.024
C -0.708 -8.255 -1.639
C -2.316 -3.720 0.477
C 6.579 2.793 -0.495
C -4.389 -0.084 -2.867
C 2.297 2.408 0.564
C -3.678 3.509 1.740
C -0.801 -3.885 0.291
C -3.436 -0.394 -1.633
C 3.453 1.947 1.463
C 2.749 4.639 -0.170
C 5.314 2.023 -0.126
C -0.198 -7.611 0.587
C -3.432 -5.282 -0.954
C -2.627 2.392 2.179
C -2.724 0.324 0.486
C 6.798 5.077 0.112
C -0.500 -6.191 1.059
C -1.927 1.616 0.974
B -3.065 4.699 0.843
B -2.518 5.572 -1.258
B -0.899 5.183 0.349
H 0.166 -5.938 1.890
H -3.585 -1.473 -1.319
H -1.674 2.252 0.071
H -2.708 -4.322 1.304
H 5.545 0.955 -0.068
H 3.648 4.989 0.340
H -2.492 -2.676 0.756
H 3.493 0.852 1.463
H 7.333 2.724 0.296
H 6.585 6.081 -0.257
H 3.222 2.252 2.488
H 0.807 -7.684 0.159
H -3.920 -0.425 -3.844
H 7.880 4.958 0.198
H -1.533 -6.172 1.424
H 3.008 4.153 -1.114
H -1.513 -8.678 -2.241
H -0.403 -7.306 -2.089
H 2.138 5.518 -0.396
H -0.933 1.217 1.377
H 2.437 2.125 -0.485
H -0.287 -3.516 1.186
H -4.078 3.985 2.708
H -4.516 1.046 -2.922
H -0.494 -3.238 -0.536
H -0.240 -8.282 1.452
H -2.850 6.380 -2.052
H 7.006 2.348 -1.401
H 0.132 -8.956 -1.636
H -3.223 1.605 2.765
H 6.328 4.964 1.094
H 0.076 4.723 0.822
H -4.368 -5.281 -1.520
H 4.583 2.176 -0.929
H -4.592 3.047 1.224
H -0.789 -5.561 -0.850
H -2.679 -5.777 -1.571
H 4.736 3.486 1.161
H -5.407 -0.566 -2.771
H -2.364 -0.221 -1.993
H 1.399 1.879 0.900
H -1.843 2.780 2.918
H -3.595 -5.840 -0.028
```

* SMILES: CCOC(=O)CCCB1OBOBO1.COCCNCCOC.COCCNCCOC
* energy above the lowest of the compared OMol25 structures with the same formula, charge and spin: 0.0 kJ/mol
* HOMO: -8.40 eV
* orbital gap: 8.850 eV
* maximum force: 0.0727 Eh/bohr

Which formula does entry 6 have?
C18H43B3N2O9

Among the records above, which one has the lowest HOMO?
C18H42F2Hg3N3O18S2